# 1
A cluster of 2 separate species, C6H13NO in total, computed with wB97M-V/def2-TZVPD.

Calculated values
- 2S+1 = 1
- relative energy (zero: lowest compared OMol25 entry of this formula, charge and spin) (kcal per mole) = 20.7
- structure (SMILES) = CC(N)=O.C=CCC
- highest occupied orbital energy (eV) = -9.62
- calculated total energy (eV) = -9970.2756
- frontier orbital gap (Ha) = 0.3847

Geometry as XYZ:
```
21
Properties=species:S:1:pos:R:3:lowdin_charge:R:1
C -0.955 -2.353 1.095 -0.12
C 0.509 -2.004 1.361 -0.27
C 0.949 -0.801 0.573 -0.19
C 1.785 0.119 1.029 -0.01
H -1.126 -2.720 0.085 0.07
H -1.317 -3.119 1.782 0.07
H -1.563 -1.462 1.266 0.07
H 1.159 -2.847 1.115 0.11
H 0.681 -1.820 2.425 0.10
H 0.538 -0.730 -0.431 0.09
H 2.186 0.881 0.377 0.04
H 2.077 0.137 2.073 0.06
C 0.427 2.382 -1.221 -0.02
C -0.577 1.469 -1.889 -0.61
N -1.854 1.552 -1.406 0.15
O -0.285 0.702 -2.785 0.03
H 0.349 2.256 -0.143 0.06
H 0.164 3.411 -1.465 0.08
H 1.419 2.137 -1.581 0.08
H -2.506 0.868 -1.757 0.10
H -2.060 1.943 -0.504 0.10
```

***

# 2
A cluster of 9 separate species, C24H55BN9O16 in total, computed with wB97M-V/def2-TZVPD.

Calculated values
- 2S+1 = 1
- net charge = -1
- highest occupied orbital energy (eV) = -4.54
- calculated total energy (eV) = -72604.7297
- frontier orbital gap (Ha) = 0.2175

Geometry as XYZ:
```
105
Properties=species:S:1:pos:R:3:lowdin_charge:R:1
B -0.033 2.285 -2.300 -0.47
C 0.544 0.740 -2.487 -0.28
C -0.631 -0.256 -2.620 -0.25
C -0.422 -1.644 -1.993 -0.22
C -0.831 -1.823 -0.531 -0.19
C -2.266 -1.413 -0.127 -0.18
C -2.312 -0.652 1.206 -0.19
C -2.480 0.880 1.088 -0.19
C -1.560 1.653 2.035 -0.19
C -0.127 1.785 1.485 -0.19
C 0.928 0.941 2.213 -0.21
C 2.110 0.574 1.317 -0.18
C 2.915 1.816 0.950 -0.14
N 3.916 1.560 -0.070 -0.11
C 4.761 0.484 -0.116 -0.12
C 5.554 0.599 -1.237 -0.12
C 5.168 1.797 -1.895 -0.11
C 4.159 2.361 -1.145 -0.09
H 0.840 3.127 -2.069 -0.02
H -0.870 2.258 -1.388 -0.01
H -0.675 2.597 -3.315 -0.01
H 1.098 0.730 -3.432 0.06
H 1.221 0.454 -1.672 0.05
H -1.534 0.247 -2.262 0.07
H -0.786 -0.420 -3.692 0.08
H 0.647 -1.865 -2.061 0.10
H -0.917 -2.390 -2.623 0.08
H -0.100 -1.336 0.121 0.09
H -0.745 -2.893 -0.311 0.10
H -2.831 -2.340 0.014 0.10
H -2.774 -0.859 -0.915 0.10
H -1.413 -0.862 1.791 0.08
H -3.152 -1.018 1.801 0.08
H -3.516 1.120 1.352 0.10
H -2.345 1.233 0.064 0.09
H -1.550 1.126 3.001 0.09
H -1.966 2.644 2.252 0.10
H -0.101 1.578 0.414 0.08
H 0.180 2.828 1.600 0.08
H 1.307 1.520 3.070 0.10
H 0.490 0.027 2.620 0.07
H 2.740 -0.151 1.843 0.10
H 1.757 0.105 0.397 0.10
H 3.392 2.225 1.846 0.12
H 2.219 2.534 0.512 0.11
H 4.756 -0.291 0.632 0.10
H 6.316 -0.098 -1.547 0.08
H 5.572 2.173 -2.821 0.08
H 3.618 3.272 -1.338 0.11
C -0.375 -3.871 -5.683 0.04
N -0.375 -4.589 -4.379 -0.45
O -1.279 -5.368 -4.144 0.05
O 0.524 -4.304 -3.622 0.06
H -1.230 -4.184 -6.262 0.06
H -0.416 -2.809 -5.454 0.10
H 0.558 -4.115 -6.182 0.10
C -3.630 -3.588 4.479 0.03
N -4.505 -2.441 4.119 -0.44
O -4.699 -1.587 4.963 0.05
O -4.958 -2.422 2.996 0.06
H -3.304 -3.458 5.500 0.07
H -4.217 -4.492 4.361 0.07
H -2.792 -3.573 3.788 0.10
C -1.708 3.438 -6.307 0.04
N -1.465 2.017 -6.684 -0.45
O -1.881 1.621 -7.765 0.02
O -0.871 1.365 -5.869 0.09
H -2.251 3.918 -7.112 0.08
H -2.269 3.426 -5.377 0.10
H -0.737 3.894 -6.140 0.10
C 2.239 5.353 3.008 0.03
N 1.914 5.264 1.557 -0.44
O 0.756 5.092 1.248 0.07
O 2.847 5.358 0.787 0.06
H 1.313 5.245 3.563 0.09
H 2.933 4.551 3.229 0.08
H 2.703 6.318 3.182 0.08
C -3.240 -2.098 -9.638 0.05
N -2.322 -2.758 -8.671 -0.44
O -2.791 -3.164 -7.630 0.07
O -1.155 -2.836 -8.990 0.07
H -4.237 -2.101 -9.214 0.09
H -2.873 -1.088 -9.790 0.10
H -3.195 -2.666 -10.563 0.10
C 0.137 -0.623 5.546 0.05
N -0.387 -1.920 5.043 -0.43
O -0.022 -2.303 3.955 0.08
O -1.164 -2.517 5.764 0.04
H 0.805 -0.212 4.799 0.07
H -0.720 0.025 5.710 0.11
H 0.649 -0.826 6.482 0.10
C 6.648 6.206 5.310 0.05
N 5.548 6.437 4.333 -0.44
O 5.054 7.544 4.286 0.07
O 5.220 5.493 3.649 0.07
H 6.829 7.131 5.844 0.09
H 6.325 5.414 5.978 0.10
H 7.520 5.893 4.743 0.10
C -3.257 -8.217 5.529 0.05
N -4.182 -7.095 5.208 -0.45
O -4.380 -6.257 6.063 0.06
O -4.673 -7.091 4.100 0.07
H -2.900 -8.083 6.542 0.09
H -3.821 -9.139 5.420 0.10
H -2.446 -8.179 4.809 0.10
```

***

# 3
The molecule C5H8N2 at a distorted geometry, computed with wB97M-V/def2-TZVPD.

Calculated values
- 2S+1 = 1
- relative energy (zero: lowest compared OMol25 entry of this formula, charge and spin) (kcal per mole) = 76.4
- highest occupied orbital energy (spin up / spin down) (eV) = -7.16 / -7.18
- calculated total energy (eV) = -8291.6852
- frontier orbital gap (spin up / spin down) (Ha) = 0.2849 / 0.2848

Geometry as XYZ:
```
15
Properties=species:S:1:pos:R:3:lowdin_charge:R:1
C -1.272 -1.408 -0.329 -0.10
C -1.084 0.069 -0.532 -0.17
C -0.070 1.909 0.525 0.00
N 0.007 0.730 -0.110 -0.26
C 1.349 0.148 -0.306 -0.12
C 1.787 -0.698 0.813 -0.19
N 2.160 -1.380 1.669 0.15
H -0.953 -1.731 0.674 0.07
H -0.762 -2.046 -1.064 0.07
H -2.340 -1.633 -0.405 0.07
H -1.940 0.713 -0.698 0.10
H 0.699 2.656 0.379 0.05
H -1.004 2.131 1.019 0.06
H 1.367 -0.438 -1.229 0.13
H 2.057 0.977 -0.406 0.13
```

***

Number 1: molecular weight 115.18 g mol⁻¹. Number 2: molecular weight 736.56 g mol⁻¹. Number 3: molecular weight 96.13 g mol⁻¹.